(P)
Formula: C3H5F
Source: the OMol25 dataset
Level of theory: wB97M-V/def2-TZVPD

Values from the calculation:
LUMO (spin up / spin down): 0.209 / 0.560 eV
M: 60.1 g/mol

Positions of all 9 atoms, in Å:
F: -2.14626 -0.86530 0.42508
C: 0.70617 -0.14756 0.40383
C: 1.99408 0.04339 -0.04361
C: -1.79084 0.15563 -0.33511
H: 2.77269 -0.38756 0.58952
H: -2.18445 1.11050 -0.10605
H: 0.36876 -0.05496 1.50274
H: 2.01061 0.26550 -1.08647
H: -1.73076 -0.11963 -1.34993

---

(Q)
Formula: C3H5F
Source: the OMol25 dataset
Level of theory: wB97M-V/def2-TZVPD

Values from the calculation:
LUMO: 0.946 eV
M: 60.1 g/mol

Positions of all 9 atoms, in Å:
F: -2.26983 -0.58342 0.11824
C: 0.47432 0.08327 0.27635
C: 1.60475 -0.79107 0.03501
C: -1.48326 0.45928 -0.15344
H: 2.56188 -0.49885 0.20090
H: -1.45136 0.68772 -1.19927
H: -1.79608 1.39623 0.43980
H: 0.83622 0.94030 0.68556
H: 1.52336 -1.69345 -0.40314

---

Most stable to least stable: (Q), (P)

---

(P)
Formula: C4H3NS
Source: the OMol25 dataset
Level of theory: wB97M-V/def2-TZVPD

Values from the calculation:
LUMO: -0.988 eV
M: 97.1 g/mol
SMILES string: [H]/N=C1\CS2#CC=21

Positions of all 9 atoms, in Å:
S: -1.80783 1.14066 -0.02758
N: 1.34948 -1.36543 -0.03732
C: -2.30581 -0.46194 -0.01420
C: 0.30703 -0.63169 0.02259
C: -1.12879 -0.99900 0.05254
C: 0.12668 0.87410 0.03060
H: 0.59619 1.37636 -0.85669
H: 0.54468 1.04363 1.02622
H: 2.31837 -0.97669 -0.19614

---

(Q)
Formula: C4H3NS
Source: the OMol25 dataset
Level of theory: wB97M-V/def2-TZVPD

Values from the calculation:
LUMO: -1.871 eV
M: 97.1 g/mol
SMILES string: S=C1C=CN=C1

Positions of all 9 atoms, in Å:
S: -1.03795 1.46494 1.85447
N: 1.31796 -0.11604 -0.62043
C: 0.13663 -0.81265 -0.99792
C: -0.93328 -0.42840 -0.26062
C: 0.99083 0.51192 0.41138
C: -0.41762 0.55541 0.75678
H: 1.72587 1.13015 0.96591
H: 0.19109 -1.46424 -1.94125
H: -1.97353 -0.84109 -0.16833

---

Most stable to least stable: (Q), (P)